No. 1
C5H11P | ωB97M-V with the def2-TZVPD basis set

**Total charge**: 0
**Energy relative to the best compared isomer or geometry (same formula, charge and spin)**: 331.92 kJ/mol
**SMILES**: C=C=C.CPC
**HOMO energy**: -9.16 eV
**Frontier orbital gap**: 10.01 eV
**E_tot**: -14647.8824 eV

Last column: Löwdin charge in e.
Geometry (Å):
C 2.0242 2.4705 0.6845  -0.019
C 1.9354 1.4544 -0.1673  -0.188
C 1.6302 0.3227 -0.7012  -0.045
H 2.0238 2.4666 1.8165  0.096
H 1.6589 3.3221 0.1618  0.044
H 2.1461 -0.1501 -1.4997  0.061
H 0.7719 -0.2437 -0.5443  -0.098
C -2.3586 -0.3516 1.6527  -0.360
P -1.1922 -0.6320 0.1430  0.837
C -1.0445 1.1693 -0.1409  -0.415
H -1.7918 -0.4288 2.5693  0.004
H -3.0006 0.6292 1.6281  0.066
H -3.1054 -1.1150 1.5642  -0.009
H -2.4508 -0.6405 -0.6563  -0.033
H -0.1147 1.5414 0.2926  -0.020
H -0.8404 1.6005 -1.1593  0.071
H -1.8544 1.7315 0.2646  0.008

Forces on atoms 1 to 2 (eV/Å):
C -0.8 -1.1 -0.5
C 0.6 0.4 2.9


No. 2
C16H39BBeClCsIN2NaO8P3 | ωB97M-V with the def2-TZVPD basis set

**Total charge**: +1
**Energy relative to the best compared isomer or geometry (same formula, charge and spin)**: 0.00 kJ/mol
**HOMO energy**: -7.55 eV
**Frontier orbital gap**: 2.54 eV
**E_tot**: -91100.5018 eV

Last column: Löwdin charge in e.
Geometry (Å):
C 5.9196 1.0461 3.9100  -0.102
C 6.5645 2.1406 3.0468  -0.294
C 6.7664 1.6947 1.6000  -0.708
Cl 8.3515 2.3327 0.9816  0.554
B 5.4947 2.0205 0.5970  -1.020
C 5.8280 1.4275 -0.8967  -0.298
C 4.7499 1.5950 -1.9097  -0.834
O 3.9096 2.4259 -1.9615  -0.023
I 4.7525 0.0896 -3.5333  0.687
P 3.8488 1.1305 1.2607  0.877
P 4.0471 -0.9878 1.0649  0.260
O 3.2360 -1.5721 -0.0862  -1.094
O 5.5299 -1.5296 0.9486  -0.163
O 3.4563 -1.6604 2.4372  -0.255
P 5.0731 3.9602 0.5598  0.855
N 3.6595 4.1769 1.6004  -0.229
O 6.2945 4.7813 1.3527  -0.347
H 6.0816 0.0778 3.4433  0.044
H 4.8536 1.2032 3.9177  0.040
H 6.3416 1.0403 4.8985  0.073
H 5.9494 3.0211 3.1325  0.082
H 7.5296 2.4088 3.4425  0.089
H 6.8969 0.6141 1.6465  -0.022
H 5.9736 0.3596 -0.7974  0.030
H 6.7502 1.7915 -1.3350  0.089
H 2.8809 1.4011 0.2771  -0.064
H 5.8871 -1.7232 1.8187  0.076
H 4.1331 -1.5178 3.1029  0.060
H 2.8639 4.2762 0.9958  0.008
H 3.7451 5.0216 2.1392  0.012
H 5.9290 5.3157 2.0536  0.029
Cs 2.0379 -3.0953 0.1980  1.340
Be 8.6917 0.0340 0.2494  0.230
O -0.6915 -3.4043 -3.0992  -0.059
C -1.5044 -3.6373 -3.9967  -0.312
C -0.8197 -3.1703 -5.6426  -0.274
O -1.6844 -3.4128 -6.4645  0.065
H -2.4817 -3.0356 -3.9217  0.086
H -1.8321 -4.7024 -4.1229  0.112
H 0.1007 -3.7911 -5.6325  0.129
H -0.5065 -2.1234 -5.4648  0.130
O -3.7121 -1.8585 -3.6049  -0.363
H -3.6739 -0.8988 -3.7222  -0.031
C -6.3701 1.3341 2.6894  -0.091
C -7.1516 0.8180 1.4734  -0.207
C -6.6706 -0.5022 0.8825  -0.130
N -5.5291 -0.4483 -0.1104  -0.261
C -5.2449 -1.8854 -0.4807  -0.104
C -3.9840 -2.0529 -1.3128  -0.222
C -2.7811 -1.4431 -0.6063  -0.193
C -3.0553 0.0186 -0.3118  -0.141
C -4.3211 0.2043 0.5070  -0.100
C -5.9635 0.2932 -1.3318  0.048
H -5.4528 1.8513 2.4161  0.062
H -6.9764 2.0500 3.2394  0.082
H -6.1147 0.5224 3.3722  0.081
H -7.2327 1.5992 0.7174  0.109
H -8.1706 0.6300 1.8129  0.121
H -7.4884 -0.9751 0.3404  0.135
H -6.3604 -1.1774 1.6783  0.130
H -5.1564 -2.4347 0.4602  0.123
H -6.1179 -2.2498 -1.0178  0.143
H -3.8088 -3.1067 -1.5095  0.087
H -4.1018 -1.6145 -2.3117  -0.039
H -1.8892 -1.5415 -1.2295  0.117
H -2.5782 -1.9792 0.3439  0.104
H -3.1238 0.5719 -1.2496  0.130
H -2.2209 0.4533 0.2383  0.130
H -4.5416 1.2634 0.5934  0.127
H -4.2039 -0.2268 1.5012  0.143
H -6.1395 1.3305 -1.0699  0.106
H -6.8728 -0.1658 -1.7073  0.124
H -5.1847 0.2390 -2.0846  0.103
Na -2.4146 -4.6420 -0.4155  0.817

Forces on atoms 1 to 2 (eV/Å):
C 0.1 0.3 -0.8
C 0.2 -0.3 0.2


No. 3
C23H25N7O11PV | ωB97M-V with the def2-TZVPD basis set

**Total charge**: +1
**Energy relative to the best compared isomer or geometry (same formula, charge and spin)**: 276.02 kJ/mol
**HOMO energy (alpha / beta)**: -11.19 / -11.07 eV
**Frontier orbital gap (alpha / beta)**: 7.19 / 6.98 eV
**2S+1**: 2
**E_tot**: -92177.2230 eV

Last column: Löwdin charge in e.
Geometry (Å):
V -0.0431 0.3191 0.2473  1.024
O 0.4506 3.7445 2.1609  0.083
C -0.0586 2.4627 2.0483  -0.609
O -0.0328 2.0115 0.8010  -0.168
C -1.4870 2.5019 2.7054  -0.070
O -2.4642 1.8107 1.9718  -0.113
C -2.9333 0.5983 2.5020  -0.067
C -2.1008 -0.6193 2.0626  -0.462
O -2.3148 -1.7372 2.4612  0.162
O -1.1778 -0.3003 1.2162  -0.130
H 1.0381 3.9360 1.4166  0.127
H -1.7692 3.5625 2.7113  0.146
H -1.4105 2.1395 3.7350  0.140
H -3.9520 0.4572 2.1201  0.155
H -2.9713 0.6111 3.5979  0.148
O 0.4916 -1.6738 0.0068  -0.213
C 0.2675 -2.7679 0.5492  -0.082
C -0.9856 -3.4591 0.4997  -0.108
C -1.1952 -4.5358 1.3718  0.080
C -2.4250 -5.1478 1.4131  -0.125
C -3.4859 -4.6970 0.6212  0.059
C -3.2918 -3.6647 -0.2626  0.039
C -2.0385 -3.0492 -0.3663  -0.228
O -1.8679 -2.1242 -1.3070  0.079
N -2.6170 -6.2970 2.2774  -0.363
O -1.6332 -6.7448 2.8182  0.098
O -3.7386 -6.7317 2.3734  0.106
H 1.0706 -3.2553 1.1242  0.167
H -0.4018 -4.8772 2.0209  0.140
H -4.4392 -5.1955 0.6968  0.134
H -4.0935 -3.3271 -0.8998  0.133
N 5.0575 0.8455 1.5791  0.164
C 4.1644 0.9775 2.2999  -0.258
N 3.1860 1.2532 3.0733  0.203
C 1.9836 1.4001 2.8909  -0.111
N 0.7991 1.5317 2.8606  0.263
C -1.5310 0.9120 -1.2320  -0.055
C -1.0933 2.2195 -1.7136  -0.295
C -0.2172 2.3284 -2.7994  -0.040
C 0.3262 3.5462 -3.1467  -0.020
C -0.0076 4.6868 -2.4124  -0.235
C -0.9395 4.6072 -1.3743  -0.004
C -1.4832 3.3860 -1.0412  -0.023
C 0.6479 5.9039 -2.7000  -0.198
N 1.2386 6.8634 -2.9075  0.170
H -1.5925 0.1723 -2.0328  0.074
H -2.4622 0.9773 -0.6671  0.090
H 0.0366 1.4419 -3.3692  0.105
H 1.0154 3.6291 -3.9748  0.120
H -1.2181 5.4983 -0.8325  0.127
H -2.1989 3.3060 -0.2352  0.120
N 4.6567 1.1251 -0.9628  0.101
C 3.9440 0.0711 -1.7063  -0.205
P 2.4423 -0.6069 -0.7439  0.521
O 2.9760 -0.9613 0.5815  -0.280
O 1.4064 0.5385 -0.7418  -0.370
C 1.9991 -1.9194 -2.0178  -0.258
N 0.6732 -1.6727 -2.5662  -0.015
H 4.8729 0.8397 0.0987  0.049
H 4.0768 1.9676 -0.9169  0.156
H 5.5530 1.3575 -1.4023  0.164
H 4.6006 -0.7961 -1.7861  0.107
H 3.6987 0.4302 -2.7072  0.106
H 2.0224 -2.9032 -1.5402  0.104
H 2.7785 -1.9075 -2.7919  0.092
H 0.6392 -0.7370 -2.9639  0.073
H -0.9144 -1.9284 -1.4810  0.065
H 0.4730 -2.3337 -3.3117  0.111

Forces on atoms 1 to 2 (eV/Å):
V -0.1 2.1 -3.5
O 0.1 0.2 0.0